Entry from OMol25: 2 unconnected molecules or ions with the total composition C2H5FO (ωB97M-V/def2-TZVPD).

Properties
ΔE to the lowest compared entry with this formula, charge and spin   217.2 kJ/mol
HOMO   -10.642 eV
Spin multiplicity   1
E_tot   -6917.3591 eV

Cartesian coordinates (Å):
C (0.21, -0.39, 1.74)
C (-1.02, 0.25, -2.04)
O (-0.24, 1.24, -1.88)
F (-0.34, -0.69, -2.85)
H (0.49, -0.40, 2.87)
H (-0.50, 0.45, 1.46)
H (-0.43, -1.32, 1.87)
H (1.21, -0.49, 1.20)
H (0.60, 1.34, -2.36)

These are the Löwdin partial charges, in e, on atoms 1 to 5: -0.100 -0.099 0.058 -0.087 0.031